Entry from the Open Molecules 2025 dataset: a structure of composition C26H34CuN3O4P2 at a distorted geometry (ωB97M-V/def2-TZVPD).

Values from the calculation:
Charge = +1
2S+1 = 2
Max |F| = 1.930 eV/Å
LUMO energy (alpha / beta) = -0.1217 / -0.1944 Eh
ΔE to the lowest compared entry with this formula, charge and spin = 192.0 kJ/mol
E = -103385.72895 eV
⟨S²⟩ = 0.789

Element x y z (Å)
Cu  0.93  0.35  -0.86
P  2.75  0.04  0.25
C  3.85  -0.09  -1.14
C  3.28  -0.43  -2.40
N  1.90  -0.33  -2.48
C  1.29  -0.32  -3.67
C  1.95  -0.77  -4.81
C  3.31  -1.09  -4.73
C  3.99  -0.88  -3.55
C  -0.11  0.18  -3.69
P  -0.38  1.42  -2.30
H  5.06  -1.07  -3.43
H  1.40  -0.84  -5.74
H  3.84  -1.48  -5.60
H  -0.36  0.71  -4.61
H  -0.82  -0.66  -3.58
H  4.80  2.02  -1.76
H  4.92  -0.29  -0.96
H  3.37  3.86  -1.48
O  4.78  3.00  -1.76
H  5.64  3.35  -2.01
H  0.97  1.87  -1.35
O  2.56  4.11  -0.96
H  1.79  4.08  -1.53
C  -0.11  2.96  -3.22
H  -0.71  2.89  -4.13
H  -0.42  3.80  -2.59
H  0.95  3.07  -3.45
C  -2.21  1.33  -2.28
H  -2.64  2.10  -1.64
H  -2.56  1.48  -3.31
H  -2.60  0.37  -1.93
C  2.81  -1.56  1.11
H  3.86  -1.78  1.34
H  2.24  -1.49  2.03
H  2.39  -2.37  0.50
C  3.49  1.20  1.41
H  2.88  1.17  2.32
H  4.50  0.83  1.61
H  3.51  2.21  0.99
O  -0.11  -2.80  -0.68
C  -0.62  -1.98  0.08
N  -1.43  -2.31  1.18
C  -1.92  -1.15  1.88
C  -1.03  -0.06  1.23
O  -0.82  1.04  1.74
N  -0.44  -0.59  0.12
C  -3.41  -0.97  1.59
C  -3.86  0.12  0.87
C  -5.23  0.28  0.63
C  -6.14  -0.67  1.13
C  -5.67  -1.79  1.82
C  -4.31  -1.95  2.03
C  -1.65  -1.22  3.38
C  -2.48  -0.63  4.34
C  -2.09  -0.60  5.68
C  -0.84  -1.13  6.05
C  -0.01  -1.72  5.08
C  -0.44  -1.79  3.76
H  -1.80  -3.26  1.25
H  -3.14  0.87  0.53
H  -5.57  1.15  0.07
H  -7.22  -0.51  0.99
H  -6.37  -2.55  2.19
H  -3.93  -2.82  2.56
H  -3.42  -0.20  4.01
H  -2.77  -0.17  6.42
H  -0.54  -1.09  7.11
H  0.97  -2.12  5.36
H  0.18  -2.30  3.01